(1)
Computed, not measured: C36H37F3P2Sr as an isolated structure, with ωB97M-V/def2-TZVPD.

relative energy (zero: lowest compared OMol25 entry of this formula, charge and spin)	0.000	eV
highest occupied orbital energy	-5.6593	eV
LUMO level	-0.464	eV
total charge	0
HOMO-LUMO gap	5.20	eV

Last column: Löwdin charge in e.
Atoms and positions in Å:
Sr (2.6850, -0.7247, 0.8277)  1.0849
C (-1.6996, 2.7681, -2.6411)  -0.0829
C (-2.3599, 2.7295, -1.4552)  -0.1473
C (-3.7693, 2.2628, -1.2163)  -0.1831
C (-4.2261, 1.0426, -2.0674)  -0.1840
C (-3.2042, -0.0450, -2.2482)  -0.1159
C (-2.3266, -0.0906, -3.2534)  -0.1169
C (-2.1571, 0.8996, -4.3493)  -0.1804
C (-2.3310, 2.3801, -3.9463)  -0.1960
C (3.2597, -2.9997, 2.2486)  -0.3366
H (-0.6927, 3.1922, -2.6881)  0.1048
H (-1.8643, 3.1532, -0.5773)  0.0870
H (-4.5243, 3.0605, -1.4069)  0.1245
H (-3.8400, 2.0053, -0.1359)  0.1070
H (-5.1238, 0.6078, -1.5803)  0.1178
H (-4.5518, 1.4045, -3.0594)  0.1013
H (-3.3680, -0.8995, -1.5905)  0.0921
H (-1.7471, -0.9809, -3.4410)  0.0615
H (-2.8716, 0.7043, -5.1724)  0.1258
H (-1.1399, 0.7249, -4.7476)  0.1134
H (-1.8834, 2.9843, -4.7518)  0.1136
H (-3.4076, 2.6139, -3.9200)  0.1008
H (4.2860, -3.1626, 1.8574)  -0.0854
H (2.5819, -3.7712, 1.8201)  -0.1062
H (3.3011, -3.1738, 3.3399)  -0.0727
P (0.4720, 1.2829, 1.2576)  0.9510
P (0.0968, -2.0442, 0.2613)  0.9377
C (-0.8991, 0.5564, 0.4045)  -0.2971
C (-1.1135, -0.7594, 0.0626)  -0.2897
C (-0.0326, 2.0985, 2.7784)  -0.3800
C (-1.2541, 2.7878, 2.9303)  -0.0838
C (-1.5618, 3.3648, 4.1756)  -0.0850
C (-0.6895, 3.2382, 5.2585)  -0.0760
C (0.5247, 2.5571, 5.1059)  -0.0629
C (0.8702, 2.0270, 3.8690)  -0.0708
C (1.4327, 2.4611, 0.2180)  -0.3475
C (2.2665, 1.9355, -0.8133)  -0.1597
C (3.2237, 2.7406, -1.4399)  -0.0837
C (3.3613, 4.0841, -1.0892)  -0.0766
C (2.5541, 4.6125, -0.0813)  -0.0665
C (1.6110, 3.8149, 0.5810)  -0.0692
C (-0.7273, -3.4815, 0.9600)  -0.3631
C (-1.0360, -3.4435, 2.3392)  -0.0833
C (-1.5018, -4.5956, 2.9655)  -0.0764
C (-1.6717, -5.7810, 2.2366)  -0.0772
C (-1.3435, -5.8164, 0.8785)  -0.0825
C (-0.8566, -4.6789, 0.2310)  -0.0778
C (0.8771, -2.4838, -1.3365)  -0.3864
C (2.1986, -2.9927, -1.3413)  -0.1296
C (2.7759, -3.3684, -2.5542)  -0.0712
C (2.0699, -3.2467, -3.7559)  -0.0696
C (0.7719, -2.7125, -3.7518)  -0.0630
C (0.1790, -2.3424, -2.5411)  -0.0909
H (-1.6265, 1.3115, 0.1001)  0.0169
H (-2.1105, -1.0851, -0.2689)  0.0534
H (-1.9497, 2.8787, 2.0846)  0.0969
H (-2.5011, 3.9069, 4.2896)  0.1024
H (-0.9472, 3.6535, 6.2264)  0.1031
H (1.2153, 2.4298, 5.9390)  0.1149
H (1.8500, 1.5471, 3.7275)  0.0928
H (2.1472, 0.8950, -1.1651)  0.0683
H (3.8778, 2.2869, -2.1909)  0.1110
H (4.1236, 4.6903, -1.5765)  0.1081
H (2.6916, 5.6543, 0.2093)  0.1095
H (1.0237, 4.2507, 1.3934)  0.1077
H (-0.8348, -2.5358, 2.9094)  0.1104
H (-1.7106, -4.5648, 4.0348)  0.1074
H (-2.0504, -6.6713, 2.7428)  0.1056
H (-1.4423, -6.7504, 0.3278)  0.1038
H (-0.5198, -4.7414, -0.8051)  0.1025
H (2.7313, -3.1701, -0.3992)  0.0641
H (3.7896, -3.7739, -2.5450)  0.1150
H (2.5350, -3.5602, -4.6955)  0.1095
H (0.2241, -2.6007, -4.6921)  0.1098
H (-0.8377, -1.9575, -2.5091)  0.0671
F (4.3311, 0.0570, 4.4812)  -0.0432
C (4.3273, 0.1660, 3.1071)  -0.5565
F (4.4812, 1.5457, 2.8967)  -0.1031
F (5.5586, -0.3617, 2.7234)  -0.0737

(2)
Computed, not measured: one molecule with the formula C2H3N2OP, with ωB97M-V/def2-TZVPD.

relative energy (zero: lowest compared OMol25 entry of this formula, charge and spin)	3.160	eV
highest occupied orbital energy	-9.8499	eV
LUMO level	-1.524	eV
SMILES	O[C@H]1C=NP=N1
total charge	0
HOMO-LUMO gap	8.33	eV

Last column: natural (NBO) charge in e.
Atoms and positions in Å:
O (-1.9390, 0.5618, -0.4631)  -0.7088
C (-0.3322, 0.2660, 0.1542)  0.1220
C (0.2583, -1.1209, -0.1459)  0.0939
N (1.5518, -1.1571, -0.2607)  -0.7560
P (2.3729, 0.3678, -0.0231)  1.1371
N (0.8980, 1.1153, 0.1918)  -0.8504
H (-2.0118, 1.5725, -0.3790)  0.4758
H (-0.6290, 0.4935, 1.2781)  0.2643
H (-0.1691, -2.0988, -0.3524)  0.2221

(3)
Computed, not measured: a 10-piece molecular cluster, C16H50F6O9P overall, with ωB97M-V/def2-TZVPD.

relative energy (zero: lowest compared OMol25 entry of this formula, charge and spin)	1.791	eV
highest occupied orbital energy	-7.0253	eV
LUMO level	2.380	eV
total charge	-1
HOMO-LUMO gap	9.41	eV

Last column: Löwdin charge in e.
Atoms and positions in Å:
P (-0.4320, 0.1887, 0.4524)  0.2203
F (0.4103, 0.5349, -0.9486)  -0.1778
F (-0.4201, 1.7330, 0.9075)  -0.1518
F (-1.7680, 0.2563, -0.3024)  -0.0767
F (-1.1886, -0.1209, 1.9167)  -0.1667
F (-0.3742, -1.4032, 0.0806)  -0.1596
F (0.9924, 0.0928, 1.2469)  -0.1716
C (3.0418, 2.8809, -2.1839)  -0.0723
C (2.9963, 4.1943, -3.0036)  -0.3077
O (4.3124, 4.6721, -3.2131)  -0.0918
H (3.6056, 2.8815, -1.2510)  0.0723
H (3.5190, 2.0995, -2.7754)  0.0629
H (2.0309, 2.6049, -1.8838)  0.0646
H (2.4313, 4.8373, -2.3288)  0.0970
H (2.6007, 4.2787, -4.0158)  0.1110
H (4.2148, 5.2489, -3.9743)  0.0693
C (4.6282, -1.1671, -2.1128)  -0.0766
C (3.1580, -0.9522, -1.7318)  -0.3065
O (2.4710, -0.4623, -2.8698)  -0.1246
H (5.1053, -0.5271, -2.8551)  0.0754
H (4.6455, -2.2014, -2.4563)  0.0611
H (5.2303, -1.2345, -1.2067)  0.0615
H (3.1002, 0.0106, -1.2241)  0.0909
H (2.5766, -1.7680, -1.3023)  0.1134
H (1.6449, -0.0270, -2.6471)  0.0497
C (-5.5965, -1.0588, -4.0438)  -0.1033
C (-4.8368, -0.1032, -3.1497)  -0.3192
O (-4.6706, -0.6214, -1.8134)  -0.0878
H (-6.6139, -1.2150, -3.6852)  0.0685
H (-5.0619, -2.0034, -4.1433)  0.0659
H (-5.6497, -0.5673, -5.0153)  0.0634
H (-5.3134, 0.8759, -3.1010)  0.1030
H (-3.8960, 0.1210, -3.6524)  0.1019
H (-3.8241, -1.0590, -1.6974)  0.0125
C (-1.2429, -4.1449, -1.3834)  -0.0901
C (-1.7581, -3.0870, -2.3402)  -0.2742
O (-2.4805, -2.1998, -1.5034)  -0.1120
H (-0.6603, -3.6540, -0.6039)  0.0558
H (-0.5352, -4.8425, -1.8312)  0.0671
H (-2.0866, -4.6752, -0.9417)  0.0773
H (-2.3360, -3.6233, -3.0929)  0.1102
H (-0.9940, -2.4504, -2.7864)  0.1172
H (-1.8336, -1.5979, -1.1282)  0.0364
C (-5.3907, -2.7515, 2.1000)  -0.0790
C (-3.8418, -2.5266, 2.0369)  -0.2858
O (-3.7328, -1.1067, 1.8144)  -0.0892
H (-5.8466, -2.0501, 2.7988)  0.0655
H (-5.6421, -3.7944, 2.2930)  0.0570
H (-5.8093, -2.4618, 1.1362)  0.0651
H (-3.3699, -3.0740, 1.2210)  0.0891
H (-3.2673, -2.9029, 2.8834)  0.0957
H (-2.8858, -0.9519, 1.3899)  0.0211
O (-2.5816, 3.0309, 1.8308)  -0.0551
H (-2.4187, 2.3217, 1.2089)  -0.0052
H (-1.7097, 3.3131, 2.1069)  0.0040
O (-2.8236, 3.0703, -2.0052)  -0.0416
H (-2.0834, 2.6503, -1.5670)  0.0112
H (-2.4274, 3.5719, -2.7177)  0.0236
C (3.5047, -3.0958, 2.0402)  -0.0626
C (2.7903, -2.2190, 3.0770)  -0.4911
C (1.4258, -2.7484, 3.5807)  -0.0247
O (3.6605, -1.8858, 4.1412)  -0.0510
H (2.8585, -3.5276, 1.2759)  0.0755
H (3.8527, -3.9729, 2.5857)  0.0696
H (4.4619, -2.7782, 1.6266)  0.0671
H (2.5897, -1.2967, 2.5318)  0.1045
H (0.6938, -2.5654, 2.7940)  0.0714
H (1.2387, -2.4497, 4.6121)  0.0827
H (1.4331, -3.8383, 3.5677)  0.0646
H (4.4233, -1.4929, 3.7106)  0.0801
C (2.6296, 3.1147, 2.0677)  -0.0584
C (1.8542, 3.5770, 3.3202)  -0.4605
C (1.2376, 4.9648, 3.0946)  -0.0629
O (0.7530, 2.7087, 3.5527)  -0.0544
H (3.6019, 3.6063, 2.0328)  0.0726
H (2.1201, 3.1864, 1.1068)  0.0761
H (2.9767, 2.0927, 2.2194)  0.0723
H (2.5082, 3.5445, 4.1916)  0.1252
H (1.9986, 5.7012, 2.8365)  0.0678
H (0.6455, 5.5012, 3.8361)  0.0716
H (0.5741, 4.8802, 2.2340)  0.0747
H (0.8559, 1.9105, 3.0294)  0.0551

(4)
Computed, not measured: one molecule with the formula C11H13NO3S, with ωB97M-V/def2-TZVPD.

relative energy (zero: lowest compared OMol25 entry of this formula, charge and spin)	1.547	eV
highest occupied orbital energy	-9.8423	eV
LUMO level	-0.040	eV
SMILES	C=CCNS(=O)(=O)c1cccc(C(C)=O)c1
total charge	0
HOMO-LUMO gap	9.80	eV

Last column: natural (NBO) charge in e.
Atoms and positions in Å:
C (-2.4072, -3.2716, -0.6029)  -0.3869
C (-2.0363, -2.0201, -0.4125)  -0.1814
C (-2.9628, -0.9183, 0.0121)  -0.2756
N (-2.3837, -0.1399, 1.0845)  -0.8850
S (-2.0346, 1.4573, 0.8308)  2.3240
O (-2.9284, 2.0224, -0.1413)  -0.9393
O (-1.9221, 2.0682, 2.1205)  -0.9293
C (-0.4104, 1.3371, 0.0827)  -0.3646
C (-0.1786, 1.9079, -1.1532)  -0.1578
C (1.0797, 1.7939, -1.7252)  -0.2185
C (2.0879, 1.1179, -1.0598)  -0.1571
C (1.8500, 0.5386, 0.1869)  -0.1812
C (2.8823, -0.2212, 0.9503)  0.5748
C (4.3159, -0.0362, 0.5240)  -0.7190
O (2.5713, -0.9438, 1.8674)  -0.5249
C (0.5803, 0.6553, 0.7532)  -0.0737
H (-1.7120, -4.0316, -0.9148)  0.2031
H (-3.4284, -3.5868, -0.4636)  0.1894
H (-1.0072, -1.7156, -0.5485)  0.2012
H (-3.9384, -1.3246, 0.2954)  0.2055
H (-3.1134, -0.2189, -0.8181)  0.2338
H (-2.6304, -0.3807, 2.0270)  0.4230
H (-0.9861, 2.4269, -1.6448)  0.2467
H (1.2740, 2.2327, -2.6921)  0.2231
H (3.0579, 1.0320, -1.5242)  0.2180
H (4.4726, -0.5048, -0.4457)  0.2331
H (4.9701, -0.5105, 1.2509)  0.2432
H (4.5578, 1.0206, 0.4443)  0.2303
H (0.3801, 0.2138, 1.7169)  0.2447

(5)
Computed, not measured: C25H20ClNOPS as an isolated structure, with ωB97M-V/def2-TZVPD.

relative energy (zero: lowest compared OMol25 entry of this formula, charge and spin)	0.000	eV
highest occupied orbital energy	-3.9752	eV
LUMO level	2.872	eV
total charge	-1
HOMO-LUMO gap	6.85	eV

Last column: natural (NBO) charge in e.
Atoms and positions in Å:
C (2.1003, -3.3317, 0.1936)  -0.2122
C (1.9417, -2.1749, -0.5745)  -0.2110
C (1.7075, -0.9487, 0.0505)  -0.2137
C (1.5831, -0.8796, 1.4384)  -0.3636
P (1.0825, 0.6647, 2.2616)  2.0645
C (2.2349, 1.8902, 1.5765)  -0.3187
C (1.7560, 3.0006, 0.8780)  -0.2102
C (2.6565, 3.9491, 0.3706)  -0.2106
C (4.0310, 3.7914, 0.5772)  -0.2215
C (4.5085, 2.6865, 1.2951)  -0.2274
C (3.6126, 1.7417, 1.8063)  -0.2079
N (-0.3749, 1.1236, 1.6066)  -0.9498
C (-1.2956, 0.3786, 1.0722)  0.1738
C (-2.6952, 0.8715, 1.0154)  -0.0843
C (-3.7863, 0.0288, 1.2774)  -0.2006
C (-5.0841, 0.4818, 1.0191)  -0.2180
C (-5.2905, 1.7710, 0.5099)  -0.2326
C (-4.1996, 2.6376, 0.3369)  -0.2318
C (-2.9078, 2.2039, 0.6531)  -0.1196
O (1.1998, 0.5609, 3.7423)  -1.0983
C (1.7926, -2.0274, 2.2137)  -0.2071
C (2.0463, -3.2497, 1.5887)  -0.2380
H (2.2693, -4.2902, -0.2961)  0.2059
H (1.9977, -2.2202, -1.6611)  0.2213
H (1.5933, -0.0474, -0.5550)  0.2436
H (0.6836, 3.1130, 0.7199)  0.2441
H (2.2725, 4.8075, -0.1807)  0.2054
H (4.7320, 4.5285, 0.1830)  0.2030
H (5.5788, 2.5608, 1.4625)  0.2046
H (3.9763, 0.8837, 2.3742)  0.2224
H (-1.1760, -0.7217, 1.0200)  0.1831
H (-3.6020, -0.9769, 1.6605)  0.2108
H (-5.9356, -0.1773, 1.1999)  0.2040
H (-6.2994, 2.1098, 0.2627)  0.2021
H (-4.3436, 3.6467, -0.0521)  0.2036
H (-2.0446, 2.8691, 0.5716)  0.2169
H (1.7499, -1.9520, 3.3004)  0.2326
H (2.1978, -4.1414, 2.1966)  0.2022
Cl (-2.4535, -4.6360, -2.4282)  -0.0219
C (-1.5601, -3.2329, -2.8331)  -0.0297
C (-0.6419, -3.2657, -3.8904)  -0.3129
C (0.0771, -2.1044, -4.2089)  -0.1991
C (-0.0961, -0.9418, -3.4757)  -0.2697
C (-0.9754, -0.9239, -2.3608)  -0.1512
S (-1.0926, 0.3987, -1.3319)  -0.2475
C (-1.7622, -2.0734, -2.0958)  -0.2841
H (-0.5088, -4.1864, -4.4482)  0.2090
H (0.7826, -2.1219, -5.0388)  0.2023
H (0.4481, -0.0304, -3.7142)  0.2156
H (-2.4863, -2.0435, -1.2887)  0.2220

(6)
Computed, not measured: one molecule with the formula C13H13Cl2NO3S, with ωB97M-V/def2-TZVPD.

highest occupied orbital energy	-8.7852	eV
LUMO level	0.643	eV
SMILES	C[C@H](Oc1ccc(Cl)cc1Cl)C(=O)N[C@H]1CCSC1=O
total charge	0
HOMO-LUMO gap	9.43	eV

Last column: natural (NBO) charge in e.
Atoms and positions in Å:
C (-1.3785, 1.6232, -1.1134)  -0.6309
C (-1.0929, 0.7668, 0.1235)  0.0160
O (0.2504, 0.8928, 0.5529)  -0.5177
C (0.6453, 1.9646, 1.2843)  0.3578
C (-0.1643, 3.0055, 1.7225)  -0.3012
C (0.3593, 4.0405, 2.4798)  -0.2024
C (1.7035, 4.0461, 2.8048)  -0.0599
Cl (2.3590, 5.3361, 3.7440)  0.0140
C (2.5363, 3.0203, 2.3808)  -0.2268
C (2.0058, 1.9918, 1.6281)  -0.0962
Cl (3.0169, 0.7013, 1.0922)  0.0362
C (-1.3453, -0.7024, -0.2447)  0.6712
O (-2.4683, -1.1495, -0.3363)  -0.6288
N (-0.2307, -1.4034, -0.5118)  -0.6167
C (-0.2683, -2.8102, -0.8171)  -0.1557
C (-1.0039, -3.1553, -2.1093)  -0.4162
C (-0.6172, -4.5888, -2.4232)  -0.5097
S (1.1740, -4.7115, -2.0515)  0.2319
C (1.1552, -3.3328, -0.9650)  0.4105
O (2.1207, -2.8645, -0.4345)  -0.5410
H (-2.3932, 1.4356, -1.4527)  0.2356
H (-1.2630, 2.6805, -0.8878)  0.2178
H (-0.6820, 1.3596, -1.9063)  0.2197
H (-1.7902, 1.0189, 0.9325)  0.2023
H (-1.2151, 3.0231, 1.4832)  0.2258
H (-0.2822, 4.8404, 2.8130)  0.2306
H (3.5840, 3.0205, 2.6331)  0.2441
H (0.6748, -1.0018, -0.3007)  0.4419
H (-0.7347, -3.3602, 0.0176)  0.2273
H (-2.0800, -3.0446, -1.9833)  0.2520
H (-0.6711, -2.4835, -2.9031)  0.2159
H (-0.7646, -4.8576, -3.4659)  0.2351
H (-1.1400, -5.3015, -1.7855)  0.2177